1:
This record from OMol25 describes C5H6N2O2S as an isolated structure. The level of theory is wB97M-V/def2-TZVPD.

CARTESIAN COORDINATES (ANGSTROEM)
1 S 0.895 -1.489 1.273
2 O 0.297 -2.602 1.996
3 O 1.806 -0.692 1.993
4 N -1.513 -0.355 0.188
5 N 1.440 -2.051 -0.263
6 C 0.392 1.027 0.484
7 C -0.675 1.693 1.037
8 C -1.801 0.799 0.764
9 C -0.049 -0.360 0.096
10 C 0.785 -1.015 -1.015
11 H 1.427 -0.309 -1.493
12 H 1.331 -3.031 -0.368
13 H -0.645 2.789 1.487
14 H -2.856 0.861 1.107
15 H 0.134 -1.585 -1.774
16 H 1.471 1.177 0.619

Output
Gap between HOMO and LUMO in eV: 9.4
LUMO in eV: -0.616
E_HOMO in eV: -10.00

---

2:
This record from OMol25 describes C5H6N2O2S as an isolated structure. The level of theory is wB97M-V/def2-TZVPD.

CARTESIAN COORDINATES (ANGSTROEM)
1 S 1.965 -0.150 -0.125
2 O 2.471 0.158 1.165
3 O 2.784 -0.036 -1.328
4 N 0.864 -2.153 -0.180
5 N 0.389 0.528 -0.302
6 C -1.798 0.518 0.219
7 C -0.289 -1.656 0.565
8 C -0.614 -0.231 0.136
9 C -1.374 1.834 -0.157
10 C -0.022 1.802 -0.437
11 H -0.102 -1.652 1.649
12 H 0.618 -2.096 -1.180
13 H -1.115 -2.281 0.418
14 H 0.783 2.530 -0.639
15 H -1.849 2.770 -0.482
16 H -2.710 0.116 0.677

Output
Gap between HOMO and LUMO in eV: 8.1
LUMO in eV: -0.821
E_HOMO in eV: -8.91

---

The structure with the least stability is 2.

---

1:
This record from OMol25 describes one molecule with the formula C19H20N2O3. The level of theory is wB97M-V/def2-TZVPD.

CARTESIAN COORDINATES (ANGSTROEM)
1 O 4.683 3.713 2.891
2 O -3.326 -0.897 -2.023
3 O 2.927 -1.402 -1.425
4 N 2.519 -0.531 0.616
5 N 4.359 3.784 0.673
6 C 2.276 1.744 1.463
7 C -4.358 -1.031 -1.129
8 C -5.487 -1.719 -1.562
9 C 0.233 -0.231 -2.055
10 C -4.347 -0.442 0.131
11 C 4.318 3.167 1.875
12 C -5.453 -0.562 0.953
13 C 1.733 0.311 1.487
14 C 4.541 0.815 0.932
15 C -6.572 -1.257 0.527
16 C -6.587 -1.828 -0.734
17 C -0.250 -1.596 -0.143
18 C 2.135 -0.955 -0.615
19 C -1.106 -0.218 -2.388
20 C -2.029 -0.897 -1.596
21 C 0.672 -0.897 -0.916
22 C 3.922 -0.583 0.974
23 C 3.756 1.748 1.859
24 C -1.590 -1.603 -0.479
25 H 5.585 0.764 1.243
26 H 2.153 2.150 0.456
27 H 4.507 1.174 -0.098
28 H -7.431 -1.347 1.175
29 H 4.419 -1.244 0.261
30 H 0.952 0.281 -2.678
31 H 3.843 1.377 2.886
32 H -5.439 -0.103 1.930
33 H 4.097 3.328 -0.182
34 H -5.482 -2.156 -2.549
35 H -7.460 -2.365 -1.075
36 H 4.737 4.715 0.624
37 H -2.295 -2.167 0.113
38 H -1.458 0.302 -3.265
39 H 0.691 0.303 1.168
40 H -3.480 0.115 0.457
41 H 0.087 -2.156 0.717
42 H 1.794 -0.087 2.506
43 H 1.702 2.364 2.153
44 H 4.009 -1.003 1.981

Output
Gap between HOMO and LUMO in eV: 9.2
LUMO in eV: 0.562
E_HOMO in eV: -8.61
SMILES string: NC(=O)C1CCN(C(=O)c2ccc(Oc3ccccc3)cc2)CC1

---

2:
This record from OMol25 describes a 2-piece molecular cluster, C19H20N2O3 overall. The level of theory is wB97M-V/def2-TZVPD.

CARTESIAN COORDINATES (ANGSTROEM)
1 O 2.905 -0.969 -2.530
2 O 1.260 1.996 0.592
3 O 3.998 -0.743 -0.663
4 N -2.202 0.648 0.127
5 N 3.049 -0.348 -1.446
6 C 2.883 0.375 2.506
7 C -3.356 -1.607 -3.435
8 C -1.748 -0.780 -1.806
9 C -3.583 0.207 0.328
10 C -2.494 -2.656 -3.759
11 C 3.879 -0.106 3.371
12 C 5.214 -0.194 2.947
13 C 3.184 0.679 1.191
14 C 2.211 0.666 -1.082
15 C -1.741 1.629 1.127
16 C 2.146 1.179 0.258
17 C -4.005 0.849 1.657
18 C 4.517 0.565 0.721
19 C -1.240 -2.747 -3.139
20 C -2.993 -0.653 -2.488
21 C -2.959 1.912 2.002
22 C -0.848 -1.797 -2.203
23 C 5.527 0.125 1.637
24 C -1.367 0.125 -0.746
25 H -3.998 0.068 2.423
26 H -3.308 2.925 1.800
27 H 5.988 -0.510 3.652
28 H -0.560 -3.553 -3.409
29 H -4.243 0.571 -0.473
30 H -3.673 -0.886 0.359
31 H -0.925 1.184 1.713
32 H 4.851 1.164 -0.113
33 H 1.525 1.025 -1.859
34 H -1.321 2.512 0.639
35 H -4.328 -1.491 -3.920
36 H 6.556 0.094 1.281
37 H 0.145 -1.821 -1.750
38 H -5.009 1.261 1.586
39 H -2.651 1.849 3.041
40 H 1.847 0.476 2.842
41 H -2.802 -3.387 -4.505
42 H -0.304 0.362 -0.603
43 H 3.611 -0.389 4.392
44 H -3.640 0.193 -2.259

Output
Gap between HOMO and LUMO in eV: 4.7
LUMO in eV: -1.826
E_HOMO in eV: -6.53

---

The structure with the least stability is 2.

---

1:
This record from OMol25 describes an isolated ion of composition C5H14N3 and charge +1. The level of theory is wB97M-V/def2-TZVPD.

CARTESIAN COORDINATES (ANGSTROEM)
1 N 0.406 -1.904 0.276
2 N 0.847 0.559 0.832
3 N 0.391 1.156 -0.288
4 C -0.671 2.096 -0.282
5 C -1.816 1.657 -1.260
6 C 2.300 0.379 0.714
7 C -0.527 -2.890 -0.334
8 C 0.159 -0.902 1.107
9 H -0.403 -3.139 -1.345
10 H 2.726 1.319 0.921
11 H -2.766 2.319 -1.256
12 H -1.132 2.239 0.694
13 H -0.553 -3.838 0.303
14 H -1.485 -2.384 -0.108
15 H 1.392 -2.081 0.039
16 H 0.527 1.241 1.602
17 H -1.967 0.614 -1.031
18 H -0.186 3.065 -0.652
19 H -1.516 1.554 -2.328
20 H 2.694 -0.315 1.394
21 H 2.501 0.137 -0.289
22 H -0.921 -0.884 1.290

Output
Gap between HOMO and LUMO (alpha / beta) in eV: 7.4 / 9.2
Charge: +1
LUMO (alpha / beta) in eV: -5.036 / -4.450
E_HOMO (alpha / beta) in eV: -12.42 / -13.60

---

2:
This record from OMol25 describes a 2-piece molecular cluster, C5H14N3 overall. The level of theory is wB97M-V/def2-TZVPD.

CARTESIAN COORDINATES (ANGSTROEM)
1 N 2.095 -0.204 1.564
2 N 0.643 2.130 -2.002
3 N -0.209 0.351 1.808
4 C -0.664 -1.476 -1.782
5 C -0.583 0.018 -1.751
6 C -1.624 -0.021 2.040
7 C 0.816 -0.475 1.811
8 C 0.594 0.676 -1.892
9 H -1.298 -1.848 -2.606
10 H -0.176 2.450 -1.504
11 H -1.655 -0.981 2.541
12 H -1.503 0.562 -1.686
13 H -1.098 -1.856 -0.832
14 H -2.120 -0.043 1.063
15 H -2.106 0.733 2.689
16 H 1.382 2.457 -1.487
17 H 0.336 -1.897 -1.912
18 H 2.716 -1.075 1.560
19 H 2.386 0.528 1.007
20 H 0.622 -1.511 2.115
21 H 1.485 0.175 -2.277
22 H -0.037 1.308 1.533

Output
Gap between HOMO and LUMO in eV: 8.1
Charge: +1
LUMO in eV: -3.614
E_HOMO in eV: -11.68

---

The structure with the least stability is 1.

---

1:
This record from OMol25 describes C20H50F2KNO14S2 as an isolated structure. The level of theory is wB97M-V/def2-TZVPD.

CARTESIAN COORDINATES (ANGSTROEM)
1 K -14.884 -11.141 -1.390
2 S -18.282 -8.823 1.846
3 S -19.084 -7.660 0.014
4 F -19.232 -7.861 -1.575
5 F -17.148 -9.924 2.291
6 O -17.486 -7.737 2.407
7 O -22.388 -12.262 -4.176
8 O -16.738 0.292 4.181
9 O -15.124 0.236 1.538
10 O -18.250 -6.425 -0.057
11 O -11.261 -12.496 2.585
12 O -20.444 -7.474 0.516
13 O -28.367 -5.650 -7.218
14 O -10.874 -11.126 -0.190
15 O -19.449 -9.335 2.609
16 O -19.983 -15.950 1.875
17 O -25.301 -6.354 -6.662
18 O -22.246 -16.471 -0.021
19 O -22.982 -12.106 -1.369
20 N -18.288 -9.159 0.333
21 C -23.095 -11.183 -3.690
22 C -27.197 -5.215 -7.952
23 C -16.205 -0.649 1.502
24 C -10.130 -10.772 -1.303
25 C -23.797 -11.526 -2.349
26 C -24.172 -5.486 -6.683
27 C -23.411 -12.006 -0.031
28 C -15.438 0.840 3.920
29 C -20.944 -16.960 1.998
30 C -26.091 -6.314 -7.908
31 C -12.082 -12.524 3.753
32 C -21.936 -12.328 -5.531
33 C -21.292 -17.413 0.506
34 C -10.122 -11.016 1.065
35 C -19.439 -15.537 3.170
36 C -10.742 -11.177 2.450
37 C -22.736 -16.736 -1.346
38 C -16.945 -0.212 5.556
39 C -29.569 -4.792 -7.307
40 C -15.361 1.275 2.466
41 H -23.599 -10.987 0.305
42 H -14.737 0.095 4.297
43 H -21.705 -18.411 0.651
44 H -18.509 -15.162 2.743
45 H -16.064 -0.822 5.757
46 H -29.324 -3.825 -6.868
47 H -23.219 -5.996 -6.544
48 H -26.904 -4.222 -7.609
49 H -22.788 -12.546 0.683
50 H -23.394 -17.600 -1.448
51 H -17.865 -0.758 5.764
52 H -24.569 -12.246 -2.619
53 H -11.465 -10.364 2.512
54 H -19.404 -16.204 4.031
55 H -16.004 -1.285 0.639
56 H -23.452 -15.960 -1.615
57 H -24.446 -12.330 0.080
58 H -27.508 -5.048 -8.983
59 H -16.357 -1.303 2.361
60 H -20.954 -11.890 -5.706
61 H -17.123 -0.087 1.334
62 H -10.286 -11.614 -1.978
63 H -12.833 -11.754 3.929
64 H -20.493 -17.605 -0.210
65 H -24.182 -4.820 -7.546
66 H -25.505 -6.211 -8.821
67 H -30.407 -5.135 -6.700
68 H -26.561 -7.294 -7.984
69 H -11.455 -12.452 4.641
70 H -9.326 -11.760 1.046
71 H -22.785 -11.802 -5.968
72 H -9.053 -10.618 -1.237
73 H -24.245 -4.778 -5.858
74 H -10.480 -9.826 -1.716
75 H -24.282 -10.692 -1.841
76 H -21.884 -16.691 2.479
77 H -29.930 -4.829 -8.334
78 H -10.022 -11.005 3.250
79 H -15.320 1.745 4.516
80 H -21.784 -13.380 -5.772
81 H -14.398 1.737 2.252
82 H -12.734 -13.395 3.675
83 H -9.541 -10.094 1.032
84 H -17.164 0.613 6.234
85 H -22.346 -10.432 -3.439
86 H -20.047 -14.708 3.532
87 H -16.228 1.840 2.123
88 H -23.964 -10.873 -4.271
89 H -20.471 -17.731 2.606
90 H -21.909 -16.920 -2.031

Output
Gap between HOMO and LUMO in eV: 6.9
LUMO in eV: -1.866
E_HOMO in eV: -8.78

---

2:
This record from OMol25 describes C20H50F2KNO14S2 as an isolated structure. The level of theory is wB97M-V/def2-TZVPD.

CARTESIAN COORDINATES (ANGSTROEM)
1 K -1.276 1.673 3.161
2 S 1.449 0.398 0.612
3 S -0.879 -0.372 -0.058
4 F -2.301 0.303 0.100
5 F 2.096 1.553 1.520
6 O 8.112 -0.960 5.356
7 O 6.125 -0.596 3.119
8 O -0.571 -0.205 -1.423
9 O -1.932 7.488 -1.248
10 O 1.948 -0.847 1.110
11 O 1.881 0.821 -0.673
12 O -1.506 4.774 -0.320
13 O -2.921 -2.037 -3.822
14 O -5.012 0.045 -5.909
15 O 0.333 -4.489 -4.809
16 O -0.736 -0.465 5.029
17 O -3.336 0.474 4.532
18 O 2.137 -3.953 -2.636
19 O -1.073 -1.681 0.422
20 N -0.087 0.661 0.940
21 C -2.214 6.324 -2.013
22 C -3.260 -2.289 -2.485
23 C -4.715 -1.145 -5.164
24 C -0.585 7.895 -1.230
25 C -1.748 -1.233 4.412
26 C 0.795 -3.536 -2.576
27 C -1.355 5.135 -1.668
28 C 2.816 -3.759 -1.410
29 C 8.160 -2.320 4.969
30 C 6.728 0.422 3.904
31 C -6.315 0.033 -6.412
32 C 8.103 -0.041 4.282
33 C -0.080 -4.387 -3.472
34 C 0.343 -3.261 -5.513
35 C 4.824 -0.278 2.731
36 C -1.155 3.434 -0.046
37 C -3.476 -0.855 -4.338
38 C -3.091 -0.876 4.959
39 C 0.572 -0.809 4.575
40 C -4.617 0.930 4.916
41 H -4.652 2.016 4.828
42 H -0.123 -5.402 -3.076
43 H -3.702 -0.090 -3.586
44 H 4.767 0.538 2.000
45 H -3.088 -0.846 6.050
46 H 1.313 -0.081 4.890
47 H -3.261 6.155 -1.752
48 H -2.136 6.511 -3.092
49 H -0.184 8.026 -2.241
50 H -2.045 2.791 -0.032
51 H 0.709 -2.449 -2.718
52 H -6.483 -0.839 -7.063
53 H -3.845 -1.532 4.520
54 H 4.339 -1.142 2.280
55 H -1.101 -3.983 -3.378
56 H -0.493 3.009 -0.804
57 H -0.603 -3.128 -6.048
58 H 8.775 -2.476 4.078
59 H -7.071 0.150 -5.633
60 H -1.568 4.326 -2.375
61 H -4.858 0.691 5.957
62 H -1.464 -2.284 4.540
63 H 3.874 -3.948 -1.576
64 H -6.408 0.858 -7.127
65 H -3.194 -1.363 -1.902
66 H 0.416 -3.667 -1.546
67 H -5.583 -1.377 -4.538
68 H -0.665 3.422 0.928
69 H 8.722 0.806 4.606
70 H -4.284 -2.665 -2.345
71 H 0.521 -2.412 -4.852
72 H 4.208 -0.003 3.604
73 H -1.808 -1.055 3.328
74 H -0.314 5.444 -1.858
75 H -2.598 -3.018 -2.022
76 H -5.403 0.507 4.282
77 H 0.579 -0.790 3.476
78 H 8.649 -0.433 3.417
79 H 6.108 0.559 4.798
80 H 8.517 -2.881 5.828
81 H -2.748 -0.371 -4.998
82 H -4.522 -1.925 -5.906
83 H 0.791 -1.821 4.917
84 H 1.141 -3.311 -6.254
85 H 2.447 -4.486 -0.675
86 H 7.158 -2.670 4.692
87 H -0.552 8.841 -0.691
88 H 0.059 7.210 -0.665
89 H 6.810 1.362 3.342
90 H 2.674 -2.743 -1.029

Output
Gap between HOMO and LUMO in eV: 8.0
LUMO in eV: -0.710
E_HOMO in eV: -8.75

---

The structure with the least stability is 1.